{"formula": "C22H27N3O3S", "method": "ωB97M-V/def2-TZVPD", "elements": ["C", "C", "H", "C", "O", "N", "C", "H", "H", "C", "O", "C", "H", "C", "H", "H", "H", "H", "H", "S", "C", "N", "C", "N", "C", "C", "C", "O", "C", "C", "H", "H", "H", "C", "H", "H", "H", "C", "H", "H", "H", "H", "C", "C", "C", "C", "C", "C", "H", "H", "H", "H", "H", "H", "H", "H"], "xyz": [[-1.019689, -3.618769, 0.477341], [0.349955, -3.007647, 0.699496], [1.060490, -3.772591, 1.012629], [0.827659, -2.233713, -0.521433], [0.027183, -1.776708, -1.316656], [2.159280, -2.017226, -0.659951], [3.233228, -2.590426, 0.124626], [3.637833, -3.465637, -0.402822], [2.879751, -2.890597, 1.109389], [4.359825, -1.562101, 0.318337], [4.796633, -1.009901, -0.895319], [3.726895, -0.370476, -1.559932], [3.331099, 0.447627, -0.941391], [2.623587, -1.376220, -1.880340], [3.020041, -2.142891, -2.558644], [1.768190, -0.888197, -2.348247], [4.142052, 0.040317, -2.481374], [4.013928, -0.761232, 0.989441], [5.227200, -2.049867, 0.767065], [0.349811, -1.795460, 2.094123], [-0.548428, -0.486534, 1.266274], [-1.800739, -0.730102, 0.963439], [-2.455115, 0.183455, 0.247772], [-1.907037, 1.303367, -0.208443], [-0.648165, 1.553861, 0.107867], [0.095788, 0.693340, 0.917600], [1.491950, 1.033312, 1.325096], [2.079616, 2.031004, 0.529546], [1.258245, 3.178221, 0.306342], [2.120151, 4.125790, -0.527991], [2.490855, 3.606081, -1.407453], [1.539160, 4.988800, -0.839792], [2.972810, 4.459221, 0.056920], [0.855193, 3.855419, 1.622069], [0.103098, 3.274864, 2.152157], [1.727829, 3.973287, 2.260958], [0.441700, 4.838117, 1.412709], [0.001125, 2.767882, -0.479189], [-0.719809, 3.584628, -0.518622], [0.279574, 2.519775, -1.507835], [2.131504, 0.150979, 1.231355], [1.493155, 1.323820, 2.389505], [-3.858052, -0.080978, -0.065910], [-4.504118, -1.191013, 0.475441], [-5.829285, -1.436670, 0.172483], [-6.521108, -0.580837, -0.670177], [-5.883551, 0.525295, -1.210313], [-4.558811, 0.777318, -0.911500], [-4.045008, 1.630895, -1.324602], [-6.423891, 1.191190, -1.867420], [-7.557229, -0.775889, -0.905965], [-6.327368, -2.297805, 0.593772], [-3.955162, -1.846245, 1.133502], [-1.372659, -4.084648, 1.394145], [-1.722480, -2.848546, 0.168950], [-0.958675, -4.368920, -0.309024]], "atomic_forces_ev_per_a": [[0.02, 0.00, -0.16], [-0.28, 0.26, 0.20], [0.03, 0.08, -0.02], [0.09, -0.23, 0.01], [-0.28, -0.09, -0.09], [0.32, 0.23, -0.15], [0.31, 0.00, 0.12], [0.00, 0.02, 0.11], [0.02, -0.01, -0.06], [-0.19, -0.23, 0.21], [0.21, -0.07, -0.05], [-0.29, -0.12, -0.22], [0.01, -0.04, -0.06], [0.12, 0.37, -0.12], [-0.03, 0.07, -0.02], [0.14, -0.06, 0.00], [-0.08, 0.02, 0.04], [0.03, -0.09, -0.03], [-0.10, 0.02, 0.05], [0.03, -0.07, 0.13], [0.43, 0.07, 0.21], [-0.53, 0.01, 0.06], [0.70, 0.03, 0.19], [-0.21, 0.19, -0.24], [0.25, -0.17, 0.29], [-0.27, 0.04, -0.27], [0.25, -0.24, 0.29], [-0.03, 0.09, -0.13], [-0.16, 0.59, -0.25], [-0.17, -0.35, 0.26], [0.02, -0.04, -0.12], [-0.06, 0.12, -0.05], [0.10, 0.08, 0.06], [0.17, -0.29, -0.20], [-0.09, -0.02, 0.12], [0.07, 0.03, 0.07], [-0.08, 0.09, -0.01], [0.32, -0.03, 0.12], [0.00, 0.01, -0.01], [0.00, 0.05, -0.02], [-0.14, 0.14, 0.07], [0.07, -0.01, -0.13], [-0.63, -0.08, -0.15], [0.11, 0.12, -0.04], [-0.10, -0.04, -0.01], [-0.05, -0.01, -0.01], [-0.10, 0.01, -0.04], [0.11, -0.09, 0.09], [0.01, 0.07, -0.04], [-0.03, 0.05, -0.05], [-0.08, -0.01, -0.02], [-0.03, -0.06, 0.03], [0.04, -0.06, 0.05], [-0.02, -0.03, 0.05], [0.03, -0.17, 0.02], [-0.01, -0.10, -0.08]], "nbo_charge": [-0.620, -0.394, 0.233, 0.680, -0.630, -0.447, -0.245, 0.191, 0.219, -0.071, -0.521, -0.088, 0.187, -0.257, 0.190, 0.252, 0.197, 0.165, 0.199, 0.208, 0.144, -0.478, 0.396, -0.456, 0.287, -0.166, -0.086, -0.538, 0.271, -0.610, 0.217, 0.210, 0.217, -0.649, 0.212, 0.220, 0.220, -0.471, 0.235, 0.235, 0.215, 0.181, -0.025, -0.196, -0.216, -0.202, -0.205, -0.198, 0.235, 0.211, 0.211, 0.212, 0.233, 0.215, 0.256, 0.213], "homo_energy_ev": -8.65, "charge": 0, "e_above_lowest_kj_mol": 192.33, "smiles": "C[C@H](Sc1nc(-c2ccccc2)nc2c1COC(C)(C)C2)C(=O)N1CCOCC1"}


{"formula": "C22H27N3O6", "method": "ωB97M-V/def2-TZVPD", "elements": ["C", "C", "C", "C", "C", "O", "N", "C", "C", "C", "C", "C", "C", "O", "C", "C", "H", "H", "H", "H", "H", "H", "N", "C", "O", "C", "C", "C", "C", "C", "C", "N", "O", "O", "H", "H", "H", "H", "H", "O", "C", "C", "H", "H", "H", "H", "H", "H", "H", "H", "H", "H", "H", "H", "H", "H", "H", "H"], "xyz": [[1.743057, 6.880961, -1.065933], [2.153066, 5.613162, -1.804897], [1.205264, 4.454101, -1.503880], [1.613331, 3.180292, -2.251237], [0.649149, 2.048245, -1.943307], [-0.206263, 1.677084, -2.714804], [0.841380, 1.531602, -0.696439], [0.149655, 0.509847, -0.055159], [-0.822350, -0.261288, -0.664500], [-1.456048, -1.294690, 0.018117], [-1.090788, -1.564998, 1.338761], [-0.153996, -0.749157, 1.976024], [0.481631, 0.270086, 1.296496], [1.436187, 1.085887, 1.827259], [2.012239, 0.732028, 3.074054], [3.195664, 1.655936, 3.312676], [3.933123, 1.527817, 2.524876], [2.866236, 2.691792, 3.318941], [3.655104, 1.423621, 4.268733], [2.342200, -0.313535, 3.045428], [1.270821, 0.851155, 3.875692], [0.099250, -0.978313, 2.998961], [-1.617593, -2.660296, 2.053381], [-1.580451, -3.974332, 1.693688], [-2.009941, -4.840322, 2.422916], [-1.073689, -4.275345, 0.314490], [-1.891206, -5.003727, -0.539516], [-1.500060, -5.260843, -1.841520], [-0.284971, -4.789343, -2.314836], [0.555772, -4.090096, -1.471488], [0.169890, -3.853696, -0.158247], [1.104461, -3.201217, 0.713117], [1.900082, -2.429110, 0.217643], [1.063349, -3.477098, 1.895986], [1.518843, -3.731651, -1.801848], [0.011674, -4.976317, -3.335063], [-2.149731, -5.824859, -2.493131], [-2.843052, -5.351829, -0.169141], [-1.807962, -2.511569, 3.037036], [-2.376846, -2.051742, -0.671204], [-3.710797, -2.008029, -0.183513], [-4.317385, -0.613259, -0.281454], [-4.250948, -0.249664, -1.303603], [-5.360938, -0.644509, 0.019016], [-3.782637, 0.078570, 0.366241], [-3.760559, -2.368678, 0.851646], [-4.251703, -2.706914, -0.825786], [-1.091577, -0.072805, -1.689810], [1.573313, 1.929181, -0.122090], [1.585249, 3.364286, -3.325723], [2.628516, 2.891807, -1.971081], [0.190715, 4.729000, -1.799736], [1.197004, 4.266947, -0.426999], [2.157740, 5.805120, -2.879707], [3.168819, 5.335129, -1.513648], [1.750989, 6.716805, 0.009564], [0.740179, 7.184292, -1.357759], [2.427540, 7.694476, -1.293683]], "atomic_forces_ev_per_a": [[0.15, -0.13, -0.15], [-0.26, 0.01, 0.21], [0.34, 0.04, -0.21], [-0.28, 0.07, 0.01], [0.46, 0.29, -0.11], [-0.26, -0.11, -0.18], [0.33, 0.02, 0.47], [-0.20, -0.22, 0.22], [-0.05, -0.11, -0.05], [0.01, 0.09, 0.35], [-0.17, 0.23, -0.45], [0.10, 0.17, -0.10], [-0.33, -0.13, -0.11], [-0.05, 0.07, -0.28], [0.28, 0.02, 0.33], [-0.37, -0.20, -0.16], [0.10, -0.01, -0.05], [0.00, 0.11, 0.04], [0.07, 0.00, 0.10], [-0.11, 0.06, -0.02], [0.04, -0.07, -0.12], [0.11, -0.03, 0.07], [-0.27, 0.28, 0.42], [-0.08, 0.02, -0.01], [-0.05, -0.20, 0.01], [0.47, -0.20, -0.01], [0.17, 0.04, 0.08], [-0.02, 0.01, 0.04], [-0.07, -0.01, 0.07], [0.14, 0.15, 0.23], [-0.95, -0.75, -0.84], [0.69, 0.29, 0.37], [0.16, 0.13, -0.09], [0.08, -0.16, 0.19], [0.03, 0.01, -0.02], [0.05, -0.02, -0.08], [-0.07, -0.05, -0.06], [-0.09, -0.02, 0.06], [-0.04, -0.13, -0.14], [0.49, 0.26, 0.07], [-0.52, 0.17, 0.11], [0.27, -0.32, -0.03], [-0.03, 0.07, -0.10], [-0.12, 0.03, 0.05], [-0.02, 0.09, 0.06], [0.02, -0.01, -0.16], [0.01, 0.03, 0.11], [-0.02, 0.01, -0.05], [-0.09, 0.03, -0.20], [0.01, -0.10, 0.04], [0.05, 0.00, -0.01], [-0.07, -0.01, 0.06], [-0.07, 0.03, 0.04], [0.07, -0.04, -0.05], [0.05, -0.03, -0.07], [-0.02, 0.03, 0.12], [-0.11, 0.08, 0.01], [0.01, 0.13, 0.04]], "nbo_charge": [-0.600, -0.389, -0.384, -0.488, 0.692, -0.605, -0.628, 0.198, -0.309, 0.338, 0.041, -0.288, 0.272, -0.522, -0.063, -0.619, 0.214, 0.212, 0.218, 0.189, 0.171, 0.230, -0.620, 0.683, -0.586, -0.110, -0.160, -0.178, -0.199, -0.201, 0.108, 0.512, -0.378, -0.380, 0.245, 0.223, 0.220, 0.233, 0.413, -0.543, -0.061, -0.640, 0.216, 0.216, 0.213, 0.176, 0.189, 0.271, 0.416, 0.231, 0.209, 0.208, 0.193, 0.197, 0.193, 0.200, 0.203, 0.210], "homo_energy_ev": -7.95, "charge": 0, "e_above_lowest_kj_mol": 327.88, "smiles": "CCCCC(=O)Nc1cc(OCC)c(NC(=O)c2ccccc2[N+](=O)[O-])cc1OCC"}